Record 1
DFT (ωB97M-V/def2-TZVPD) results for a structure of composition C15H18IKN3O2P.

Cartesian coordinates (Å):
K -1.089 -1.450 -1.187
O -3.280 -1.210 -2.997
C -3.921 -0.609 -2.134
C -5.365 -0.149 -2.307
C -5.677 0.514 -0.970
C -4.371 0.367 -0.198
O -4.220 0.776 0.956
N -3.424 -0.278 -0.911
H -5.989 -1.013 -2.531
H -5.425 0.525 -3.162
H -6.476 0.028 -0.411
H -5.931 1.571 -1.045
I 1.051 0.522 5.098
C -0.106 0.173 3.431
C -1.383 0.634 3.186
N -1.738 0.168 1.982
N -0.778 -0.587 1.429
C 0.221 -0.593 2.304
H -2.042 1.252 3.772
H -2.650 0.338 1.508
H 1.134 -1.130 2.101
C 3.470 -0.412 -2.908
P 2.012 -0.241 -1.806
C 1.646 1.541 -2.012
C 2.814 -0.302 -0.164
C 2.956 0.800 0.674
C 3.534 0.665 1.930
C 3.984 -0.572 2.362
C 3.850 -1.680 1.535
C 3.261 -1.546 0.288
H 4.226 0.343 -2.689
H 3.149 -0.314 -3.945
H 3.910 -1.400 -2.783
H 2.528 2.169 -1.872
H 0.870 1.852 -1.312
H 1.263 1.694 -3.021
H 2.606 1.775 0.361
H 3.619 1.528 2.577
H 4.424 -0.676 3.345
H 4.195 -2.651 1.867
H 3.143 -2.422 -0.342

E_HOMO in eV: -8.6
Energy relative to the best compared isomer or geometry (same formula, charge and spin) in eV: 0.000
Molecular weight in g/mol: 469.3
Frontier orbital gap in Ha: 0.3174

Record 2
DFT (ωB97M-V/def2-TZVPD) results for a structure of composition C34H59BGeN6ReS3Sb.

Cartesian coordinates (Å):
Re 2.005 -0.818 -1.604
C -2.470 -3.429 -2.514
C -2.121 -2.638 -1.293
C -2.780 -2.775 -0.096
C -2.382 -2.043 1.038
N -1.431 -1.121 0.949
N -0.805 -0.975 -0.205
B 0.299 0.146 -0.390
N 0.882 0.793 0.928
N -0.011 1.339 1.750
C 0.416 2.024 2.799
C 1.792 2.166 3.054
C 2.720 1.616 2.211
C 4.193 1.761 2.430
C 2.202 0.921 1.101
S 3.322 0.321 -0.108
C -0.637 2.723 3.643
C -0.059 3.215 4.971
C -1.801 1.773 3.918
C -1.121 3.921 2.811
N -0.417 1.269 -1.219
N -1.649 1.558 -0.768
C -2.336 2.486 -1.391
C -1.775 3.192 -2.485
C -0.531 2.888 -2.956
C 0.093 3.570 -4.131
C 0.139 1.839 -2.277
S 1.645 1.209 -2.856
C -3.758 2.756 -0.942
C -3.863 4.225 -0.502
C -4.151 1.835 0.209
C -4.695 2.509 -2.135
C -1.050 -1.731 -1.282
S 0.046 -1.587 -2.642
C -3.041 -2.239 2.393
C -3.664 -3.633 2.511
C -4.153 -1.186 2.522
C -1.991 -2.078 3.499
H -3.272 -4.131 -2.299
H -1.610 -3.991 -2.880
H -2.797 -2.768 -3.318
H -3.595 -3.479 -0.017
H 2.120 2.734 3.913
H 4.387 2.298 3.355
H 4.657 2.311 1.610
H 4.680 0.787 2.492
H 0.426 2.412 5.530
H -0.873 3.591 5.589
H 0.647 4.036 4.844
H -1.511 0.994 4.623
H -2.145 1.304 3.002
H -2.626 2.332 4.357
H -0.311 4.625 2.611
H -1.900 4.453 3.357
H -1.534 3.582 1.860
H -2.356 3.962 -2.974
H -0.558 4.355 -4.509
H 0.276 2.856 -4.936
H 1.051 4.015 -3.861
H -3.204 4.441 0.339
H -4.886 4.434 -0.191
H -3.623 4.914 -1.312
H -3.480 1.943 1.061
H -4.137 0.788 -0.098
H -5.161 2.081 0.531
H -4.515 3.202 -2.957
H -5.726 2.653 -1.814
H -4.601 1.490 -2.513
H -4.531 -3.764 1.863
H -4.015 -3.773 3.532
H -2.942 -4.424 2.304
H -4.950 -1.373 1.801
H -3.777 -0.179 2.360
H -4.587 -1.238 3.520
H -1.292 -2.915 3.490
H -2.488 -2.073 4.467
H -1.431 -1.151 3.397
C 5.245 -2.373 -4.055
Sb 3.825 -0.834 -3.746
C 5.029 0.904 -3.727
C 2.838 -0.748 -5.610
H 5.645 -2.186 -5.050
H 4.786 -3.355 -4.019
H 6.044 -2.293 -3.322
H 5.734 0.851 -4.554
H 5.575 0.959 -2.787
H 4.399 1.782 -3.840
H 3.603 -0.692 -6.382
H 2.210 0.139 -5.644
H 2.234 -1.640 -5.758
C 4.226 -4.170 -1.373
Ge 3.336 -3.497 0.204
C 4.511 -2.564 1.429
C 2.227 -4.837 1.064
C 1.648 -2.201 -0.166
H 4.813 -5.036 -1.062
H 4.911 -3.436 -1.785
H 3.521 -4.500 -2.134
H 5.048 -3.323 2.001
H 3.952 -1.951 2.136
H 5.245 -1.952 0.910
H 2.885 -5.647 1.383
H 1.493 -5.249 0.374
H 1.724 -4.434 1.941
H 1.564 -1.934 0.892
H 0.861 -2.921 -0.393

⟨S²⟩: 0.772
E_HOMO (alpha / beta) in eV: -16.4 / -16.4
Energy relative to the best compared isomer or geometry (same formula, charge and spin) in eV: 0.374
Spin multiplicity: 2
Molecular weight in g/mol: 1039.5
Net charge: +3
Frontier orbital gap (alpha / beta) in Ha: 0.2116 / 0.2202

Record 3
DFT (ωB97M-V/def2-TZVPD) results for a cluster of 2 separate species, C5H9NO2 in total at a distorted geometry.

Cartesian coordinates (Å):
C 1.004 -0.986 0.166
C 1.160 -1.900 -0.992
C -1.830 0.083 0.096
C -0.718 1.189 0.314
N -1.041 2.041 1.280
C 0.502 1.102 -0.337
O -1.390 -0.994 -0.370
O -2.929 0.371 0.563
H -2.002 1.923 1.609
H -0.549 2.910 1.423
H 1.910 -0.490 0.486
H 0.449 -1.351 1.018
H 1.891 -2.669 -0.707
H 0.225 -2.386 -1.253
H 1.563 -1.389 -1.867
H 1.293 1.800 -0.072
H 0.463 0.747 -1.358

E_HOMO in eV: -8.9
Energy relative to the best compared isomer or geometry (same formula, charge and spin) in eV: 3.260
Molecular weight in g/mol: 115.1
Frontier orbital gap in Ha: 0.3020

Record 4
DFT (ωB97M-V/def2-TZVPD) results for a cluster of 2 separate species, CH3Br2N in total at a distorted geometry.

Cartesian coordinates (Å):
C -0.247 0.236 0.013
N -1.398 0.710 -0.557
Br -3.177 -1.359 -0.202
Br -2.191 2.054 0.239
H 0.298 0.963 0.502
H -0.449 -0.545 0.774
H 0.335 -0.175 -0.801

E_HOMO (alpha / beta) in eV: -9.7 / -10.0
Energy relative to the best compared isomer or geometry (same formula, charge and spin) in eV: 2.150
Molecular weight in g/mol: 188.9
Frontier orbital gap (alpha / beta) in Ha: 0.2542 / 0.3146

Record 5
DFT (ωB97M-V/def2-TZVPD) results for a structure of composition C42H36N6O2P2TeYb at a distorted geometry.

Cartesian coordinates (Å):
Yb -0.003 0.236 -0.211
Te -0.123 -2.211 3.316
C 1.043 -0.429 3.482
C 2.154 -0.189 2.681
C 2.958 0.905 2.959
N 2.710 1.768 3.932
C 1.635 1.554 4.685
C 0.790 0.466 4.517
C -0.506 -2.214 1.201
P -1.984 -1.402 0.648
C -3.196 -2.215 1.726
C -3.014 -3.563 2.032
C -3.930 -4.223 2.836
C -5.028 -3.538 3.332
C -5.225 -2.206 3.005
C -4.314 -1.545 2.195
C -2.186 0.365 1.297
C -2.512 1.299 0.305
C -2.571 2.658 0.593
C -2.308 3.087 1.881
C -2.067 2.170 2.895
C -2.006 0.815 2.616
P 0.962 -2.208 0.146
C 0.172 -2.534 -1.490
C 0.786 -2.067 -2.645
C 0.267 -2.388 -3.897
C -0.877 -3.160 -3.995
C -1.514 -3.613 -2.843
C -0.988 -3.311 -1.603
C 1.661 -3.829 0.607
C 1.357 -4.978 -0.119
C 1.785 -6.218 0.329
C 2.517 -6.324 1.497
C 2.854 -5.181 2.210
C 2.442 -3.940 1.762
H 2.461 -0.860 1.899
H 3.861 1.090 2.381
H 1.467 2.274 5.475
H -0.039 0.322 5.206
H -2.153 -4.095 1.648
H -3.778 -5.272 3.067
H -5.741 -4.047 3.972
H -6.095 -1.682 3.380
H -4.475 -0.501 1.947
H -2.811 0.938 -0.668
H -2.851 3.372 -0.169
H -2.340 4.150 2.110
H -1.925 2.520 3.912
H -1.852 0.101 3.402
H 1.716 -1.512 -2.585
H 0.777 -2.041 -4.789
H -1.273 -3.429 -4.967
H -2.404 -4.226 -2.915
H -1.448 -3.699 -0.704
H 0.800 -4.919 -1.042
H 1.534 -7.109 -0.234
H 2.838 -7.299 1.852
H 3.430 -5.257 3.127
H 2.732 -3.060 2.314
N 2.379 0.643 -1.146
N 2.743 1.684 -0.251
C 1.803 2.379 0.527
O 2.022 3.520 0.817
O 0.756 1.680 0.882
H 3.030 -0.121 -1.046
H 2.433 0.980 -2.093
H 3.522 2.264 -0.526
C -2.355 2.814 -3.518
C -1.792 1.666 -2.992
N -0.750 1.686 -2.134
C -0.245 2.883 -1.856
C -0.743 4.092 -2.322
C -1.841 4.058 -3.156
C -0.083 5.334 -1.870
C 1.206 5.608 -2.016
C 2.181 4.798 -2.760
C 3.485 5.250 -2.941
C 4.335 4.447 -3.678
N 3.939 3.297 -4.214
C 2.681 2.956 -3.987
N 1.792 3.628 -3.287
H -3.192 2.721 -4.194
H -2.198 0.691 -3.231
H 0.598 2.935 -1.193
H -2.292 4.972 -3.528
H -0.719 6.059 -1.366
H 1.594 6.535 -1.601
H 3.822 6.196 -2.525
H 5.369 4.727 -3.859
H 2.346 2.021 -4.435

⟨S²⟩: 0.751
E_HOMO (alpha / beta) in eV: -9.7 / -9.7
Spin multiplicity: 2
Molecular weight in g/mol: 1019.4
Net charge: +1
Frontier orbital gap (alpha / beta) in Ha: 0.2463 / 0.2444

Record 6
DFT (ωB97M-V/def2-TZVPD) results for the molecule C16H19BrN4O3S at a distorted geometry.

Cartesian coordinates (Å):
C 3.103 -0.109 1.256
C 3.435 -1.534 0.802
C 2.903 -1.797 -0.581
C 3.766 -1.740 -1.666
C 3.316 -1.923 -2.961
C 1.974 -2.171 -3.187
C 1.093 -2.238 -2.124
C 1.544 -2.046 -0.823
N 0.664 -2.125 0.268
C -0.673 -1.924 0.279
O -1.356 -1.743 -0.712
C -1.268 -1.966 1.685
C -2.637 -1.270 1.726
N -2.662 -0.029 0.969
S -1.450 1.044 1.385
O -0.173 0.636 0.831
O -1.500 1.244 2.799
C -1.999 2.492 0.516
C -2.708 3.460 1.189
C -3.162 4.556 0.468
Br -4.145 5.930 1.320
C -2.885 4.627 -0.891
N -2.202 3.703 -1.530
C -1.750 2.634 -0.864
N -1.100 1.690 -1.567
H 3.440 0.050 2.279
H 2.035 0.090 1.204
H 3.607 0.608 0.613
H 3.040 -2.259 1.521
H 4.520 -1.660 0.792
H 4.814 -1.545 -1.488
H 4.010 -1.873 -3.787
H 1.609 -2.318 -4.192
H 0.048 -2.430 -2.297
H 1.119 -2.139 1.169
H -0.592 -1.460 2.376
H -1.375 -3.008 1.996
H -2.889 -1.017 2.758
H -3.412 -1.916 1.310
H -2.580 -0.245 -0.021
H -2.884 3.345 2.247
H -3.222 5.464 -1.488
H -0.857 1.910 -2.518
H -0.560 1.002 -1.061

E_HOMO in eV: -8.6
Energy relative to the best compared isomer or geometry (same formula, charge and spin) in eV: 0.070
Molecular weight in g/mol: 427.3
Frontier orbital gap in Ha: 0.3282